A molecular structure, C42H29Br2HfN11O4, computed with the ωB97M-V functional and the def2-TZVPD basis.

Cartesian coordinates (Å):
Hf: 0.49 -1.09 -1.50
C: 3.16 2.76 -4.67
N: 2.10 1.88 -4.15
C: 2.20 0.83 -3.37
N: 0.96 0.38 -3.09
C: 0.14 1.24 -3.79
N: 0.80 2.16 -4.43
C: 3.57 3.81 -3.67
C: 4.82 4.41 -3.82
C: 5.20 5.46 -3.00
C: 4.34 5.92 -2.02
C: 3.10 5.31 -1.84
C: 2.71 4.26 -2.68
C: 2.20 5.80 -0.80
N: 2.13 6.98 -0.31
N: 1.14 6.95 0.66
C: 0.68 5.74 0.67
O: 1.31 4.94 -0.23
C: -0.33 5.18 1.56
C: -1.30 6.00 2.12
C: -2.23 5.46 2.99
C: -2.19 4.11 3.32
C: -1.20 3.29 2.77
C: -1.14 1.84 3.20
N: -0.39 1.03 2.24
C: -0.82 0.49 1.12
N: 0.23 0.01 0.43
C: 1.31 0.32 1.24
N: 0.96 0.93 2.33
C: -0.28 3.83 1.89
H: 2.74 3.20 -5.57
H: 4.00 2.13 -4.96
H: 3.12 0.40 -3.01
H: -0.93 1.15 -3.83
H: 5.50 4.06 -4.59
H: 6.16 5.93 -3.13
H: 4.62 6.74 -1.37
H: 1.73 3.83 -2.55
H: -1.32 7.05 1.86
H: -3.00 6.09 3.43
H: -2.92 3.70 4.01
H: -2.14 1.41 3.29
H: -0.63 1.72 4.16
H: -1.85 0.45 0.82
H: 2.33 0.07 0.99
H: 0.52 3.22 1.48
Br: -1.06 -5.76 4.57
C: -2.48 -5.44 3.37
C: -3.22 -6.50 2.87
C: -4.25 -6.25 1.97
C: -4.49 -4.95 1.54
C: -3.78 -3.89 2.09
C: -2.78 -4.13 3.01
N: -5.52 -4.72 0.59
N: -5.27 -4.16 -0.48
C: -3.91 -3.87 -0.84
C: -2.98 -4.86 -1.00
C: -1.67 -4.57 -1.42
C: -1.30 -3.27 -1.66
O: -0.04 -2.91 -2.03
C: -2.25 -2.24 -1.51
N: -1.82 -0.94 -1.73
C: -2.72 0.04 -1.68
C: -4.07 -0.19 -1.41
C: -4.50 -1.46 -1.14
C: -3.58 -2.53 -1.17
H: -3.00 -7.51 3.18
H: -4.86 -7.06 1.59
H: -4.03 -2.87 1.82
H: -2.23 -3.32 3.47
H: -3.24 -5.89 -0.79
H: -0.94 -5.36 -1.54
H: -2.36 1.04 -1.84
H: -4.76 0.65 -1.42
H: -5.54 -1.67 -0.91
Br: 5.34 -4.57 3.53
C: 3.88 -3.99 2.50
C: 2.58 -4.16 2.98
C: 1.51 -3.74 2.21
C: 1.73 -3.12 0.99
C: 3.03 -2.94 0.52
C: 4.10 -3.39 1.27
C: 3.33 -2.30 -0.79
O: 4.27 -2.54 -1.48
O: 2.41 -1.35 -1.17
H: 2.42 -4.64 3.93
H: 0.50 -3.91 2.56
H: 0.84 -2.86 0.41
H: 5.11 -3.28 0.89

Values from the calculation:
* total charge: +2
* multiplicity: 1
* LUMO: -6.676 eV
* HOMO: -13.10 eV

=====

A molecular structure, C42H30Cl2NO2P2PdS7, computed with the ωB97M-V functional and the def2-TZVPD basis.

Cartesian coordinates (Å):
Pd: 0.25 -0.56 -0.08
S: 0.95 0.11 2.98
P: 2.46 0.02 1.70
C: 2.05 0.57 0.07
P: 2.67 -0.25 -1.34
S: 1.37 -0.14 -2.82
C: 4.18 0.64 -1.88
C: 5.16 1.00 -0.96
C: 6.23 1.80 -1.34
C: 6.31 2.27 -2.64
C: 5.33 1.93 -3.57
C: 4.27 1.12 -3.19
C: 3.14 -2.03 -1.32
C: 2.17 -2.98 -1.03
C: 2.46 -4.33 -1.15
C: 3.72 -4.73 -1.57
C: 4.69 -3.79 -1.87
C: 4.40 -2.43 -1.75
C: 3.29 -1.60 1.93
C: 2.53 -2.69 2.32
C: 3.13 -3.93 2.49
C: 4.49 -4.08 2.25
C: 5.25 -3.00 1.84
C: 4.65 -1.75 1.70
C: 3.69 1.23 2.33
C: 4.55 0.97 3.39
C: 5.44 1.94 3.81
C: 5.47 3.18 3.18
C: 4.56 3.47 2.17
C: 3.67 2.49 1.75
H: 5.07 0.68 0.07
H: 6.98 2.07 -0.61
H: 7.12 2.93 -2.93
H: 5.38 2.32 -4.58
H: 3.49 0.86 -3.89
H: 1.16 -2.66 -0.75
H: 1.70 -5.07 -0.92
H: 3.95 -5.79 -1.67
H: 5.67 -4.10 -2.20
H: 5.14 -1.69 -2.01
H: 1.47 -2.56 2.52
H: 2.54 -4.78 2.82
H: 4.96 -5.05 2.38
H: 6.30 -3.11 1.64
H: 5.25 -0.90 1.42
H: 4.52 0.01 3.89
H: 6.13 1.74 4.62
H: 6.20 3.93 3.47
H: 4.55 4.44 1.70
H: 2.95 2.68 0.96
S: -6.76 0.03 1.20
C: -5.14 -0.05 0.95
S: -4.31 -1.54 0.59
C: -2.69 -0.94 0.63
C: -2.59 0.53 0.31
S: -1.13 1.36 0.93
S: -4.10 1.33 1.01
S: -1.45 -1.98 0.97
Cl: -4.62 -1.54 -3.67
C: -3.10 -2.21 -4.19
C: -2.74 -3.43 -3.66
C: -1.55 -4.03 -4.02
C: -0.73 -3.40 -4.93
C: -1.10 -2.19 -5.46
Cl: -0.04 -1.42 -6.60
C: -2.28 -1.52 -5.10
N: -2.61 -0.33 -5.73
C: -3.35 0.78 -5.25
C: -4.38 1.23 -6.07
C: -5.14 2.33 -5.71
C: -4.88 2.99 -4.52
C: -3.84 2.56 -3.71
C: -3.04 1.48 -4.06
C: -1.81 1.19 -3.23
C: -1.98 0.29 -2.03
O: -2.76 0.86 -1.11
O: -1.45 -0.78 -1.86
H: -3.41 -3.91 -2.94
H: -1.27 -4.99 -3.59
H: 0.22 -3.84 -5.22
H: -2.00 -0.13 -6.52
H: -4.58 0.70 -6.99
H: -5.95 2.66 -6.35
H: -5.47 3.85 -4.24
H: -3.61 3.09 -2.80
H: -1.46 2.13 -2.82
H: -1.02 0.76 -3.84

Values from the calculation:
* total charge: -1
* multiplicity: 1
* LUMO (spin up / spin down): 0.939 / 0.940 eV
* HOMO (spin up / spin down): -4.37 / -4.36 eV

=====

A molecular structure, C42H30Cl3F2N3O2P2S2Sr, computed with the ωB97M-V functional and the def2-TZVPD basis.

Cartesian coordinates (Å):
Sr: 0.81 -1.27 0.63
S: -0.05 0.29 3.05
P: -0.36 1.34 1.39
C: -0.97 0.61 0.01
P: -2.27 -0.39 0.38
S: -2.04 -2.27 1.03
C: -3.27 -0.57 -1.16
C: -4.48 -1.25 -1.14
C: -5.21 -1.42 -2.31
C: -4.73 -0.91 -3.51
C: -3.52 -0.23 -3.54
C: -2.80 -0.04 -2.36
C: -3.51 0.41 1.50
C: -4.21 1.52 1.04
C: -5.07 2.21 1.89
C: -5.24 1.78 3.20
C: -4.54 0.67 3.66
C: -3.69 -0.02 2.81
C: 1.25 2.10 0.94
C: 1.46 2.54 -0.36
C: 2.64 3.18 -0.71
C: 3.63 3.37 0.25
C: 3.43 2.92 1.54
C: 2.24 2.30 1.89
C: -1.29 2.88 1.83
C: -1.69 3.72 0.79
C: -2.36 4.91 1.06
C: -2.64 5.26 2.38
C: -2.25 4.42 3.41
C: -1.57 3.24 3.14
H: -4.83 -1.68 -0.21
H: -6.16 -1.95 -2.28
H: -5.30 -1.05 -4.43
H: -3.14 0.17 -4.47
H: -1.88 0.52 -2.33
H: -4.06 1.86 0.03
H: -5.60 3.08 1.53
H: -5.90 2.32 3.87
H: -4.66 0.34 4.68
H: -3.13 -0.88 3.15
H: 0.70 2.33 -1.11
H: 2.80 3.51 -1.73
H: 4.57 3.84 -0.03
H: 4.22 3.03 2.28
H: 2.08 1.93 2.90
H: -1.49 3.41 -0.22
H: -2.67 5.55 0.25
H: -3.18 6.18 2.59
H: -2.48 4.69 4.44
H: -1.26 2.58 3.94
F: 6.63 -1.09 2.00
C: 5.74 -0.82 1.00
C: 4.40 -1.05 1.18
C: 3.46 -0.76 0.18
C: 3.97 -0.24 -1.03
C: 5.35 -0.08 -1.19
F: 5.90 0.35 -2.38
C: 6.26 -0.34 -0.19
C: 3.02 0.09 -2.12
C: 3.30 1.02 -3.14
C: 2.33 1.33 -4.08
C: 1.09 0.71 -4.00
C: 0.90 -0.19 -2.97
N: 1.81 -0.50 -2.06
H: 4.08 -1.47 2.13
H: 7.32 -0.21 -0.35
H: 4.26 1.51 -3.17
H: 2.54 2.06 -4.85
H: 0.30 0.93 -4.71
H: -0.06 -0.70 -2.86
O: 1.37 -3.79 3.14
C: 1.87 -4.33 2.16
C: 2.24 -5.82 2.14
C: 2.85 -6.00 0.76
C: 2.74 -4.60 0.13
O: 3.14 -4.38 -1.00
N: 2.16 -3.72 0.99
H: 1.33 -6.40 2.30
H: 2.92 -6.03 2.97
H: 2.30 -6.70 0.13
H: 3.90 -6.31 0.77
Cl: -0.96 -3.25 -4.70
C: -1.23 -4.07 -3.16
Cl: -0.94 -5.80 -3.35
Cl: -2.87 -3.78 -2.60
C: -0.28 -3.55 -2.18
N: 0.47 -3.11 -1.44

Values from the calculation:
* total charge: -2
* multiplicity: 1
* LUMO: 3.803 eV
* HOMO: -2.15 eV